[1]
Density functional theory data (the ωB97M-V functional and the def2-TZVPD basis) for a structure of composition C8H8N4S at a distorted geometry.

Results
Electronic energy ... -25213.2834 eV
LUMO energy ... -1.41 eV
E_HOMO ... -8.84 eV

Structure (XYZ):
```
21
Properties=species:S:1:pos:R:3:forces:R:3
C -2.142993 -1.194203 0.217630 2.3 2.0 0.4
C 0.164375 -0.853673 -0.426643 -1.9 -0.9 2.1
C 2.867465 0.030064 -0.740275 -1.0 -2.7 0.3
C 3.405468 0.431424 0.638394 0.2 -0.6 -0.2
C 2.841081 1.560470 1.190052 1.1 0.6 -1.8
C -1.169026 0.878670 -0.701565 -3.5 1.6 1.1
C -2.342360 0.157182 -0.271008 1.1 1.1 -0.3
C -3.563797 0.992928 -0.196309 2.5 -3.0 0.3
H -3.120161 -2.970636 0.424025 0.3 3.7 3.1
H -4.263524 -1.693850 -0.247623 2.3 -0.1 3.6
H 3.592918 -0.572200 -1.364858 -0.5 1.5 0.5
H 2.145364 0.692141 -1.315646 1.4 -0.6 0.9
H 4.241440 -0.465779 1.029333 -2.4 3.4 -0.7
H 3.405579 2.210182 1.964612 -1.6 -1.5 -0.9
H 1.967749 2.057486 0.490718 2.4 -1.1 2.1
H -1.225007 1.980758 -0.795240 -0.6 -0.7 -0.4
N -3.127138 -1.850097 1.063952 -2.2 -3.8 -8.1
N -0.851955 -1.692701 0.173620 -0.2 2.4 -1.8
N 0.031368 0.462693 -0.776535 1.8 -3.3 0.1
N -4.607638 1.398979 -0.002880 -1.6 1.1 0.0
S 1.750800 -1.559831 -0.353761 0.0 1.0 -0.6
```
Positions in Å, forces in eV/Å.

---

[2]
Density functional theory data (the ωB97M-V functional and the def2-TZVPD basis) for a structure of composition C13H8BF4MgNO4Se.

Results
Electronic energy ... -105642.4863 eV
LUMO energy ... 4.49 eV
Net charge ... -2
E_HOMO ... -2.52 eV

Structure (XYZ):
```
33
Properties=species:S:1:pos:R:3:forces:R:3
Mg 0.031475 -0.428453 0.116272 0.7 -0.1 -0.4
O -6.452854 0.366023 -2.520257 0.0 -0.1 0.2
C -6.118540 0.353921 -1.314549 -0.1 0.4 0.0
O -6.805104 0.511489 -0.285509 0.0 -0.1 -0.2
C -4.605143 0.181441 -1.064068 0.0 -0.1 0.0
C -3.736161 -0.069755 -2.119429 0.0 0.0 0.0
C -2.386550 -0.214926 -1.870567 0.1 0.1 0.3
N -1.870829 -0.111068 -0.638329 -0.5 0.0 -0.1
C -2.706841 0.124966 0.392113 0.3 0.0 -0.1
C -4.069586 0.272166 0.212140 0.1 0.0 0.1
C -2.049653 0.209816 1.780046 0.4 0.0 -0.2
O -2.752592 0.460080 2.742958 0.0 0.0 0.1
O -0.769425 0.011322 1.782180 -0.6 0.0 0.4
H -4.144719 -0.139837 -3.117581 0.0 0.0 0.0
H -1.677578 -0.418792 -2.663249 0.0 0.0 0.0
H -4.708999 0.458001 1.061667 0.0 0.0 0.0
F 0.440841 -1.998433 -1.588641 -0.1 -0.1 0.2
B 0.442353 -2.889746 -0.476433 0.0 -0.2 0.0
F 1.209569 -2.163964 0.529560 -0.2 0.1 -0.1
F 0.998201 -4.115011 -0.758398 -0.1 0.3 0.0
F -0.861172 -2.948278 0.023756 0.2 -0.1 -0.1
Se 1.619660 1.311227 -0.894510 0.1 0.1 0.0
C 3.225972 1.128547 0.121312 0.1 0.0 0.1
C 3.254745 0.615676 1.423543 0.0 0.0 0.0
C 4.443665 0.519632 2.134646 0.0 0.0 -0.1
C 5.643994 0.941492 1.575186 -0.1 0.0 -0.1
C 5.631571 1.461691 0.286080 -0.1 0.0 0.0
C 4.442105 1.551264 -0.427564 0.1 0.0 0.0
H 2.332777 0.296310 1.893614 0.0 0.0 0.0
H 4.428431 0.111756 3.138871 0.0 0.0 0.0
H 6.570296 0.863958 2.132222 0.0 0.0 0.0
H 6.556923 1.796588 -0.171900 0.0 0.0 0.0
H 4.443167 1.950897 -1.435181 0.0 0.0 0.0
```
Positions in Å, forces in eV/Å.

---

[3]
Density functional theory data (the ωB97M-V functional and the def2-TZVPD basis) for a structure of composition C22H42Cl3N4O4PdSi at a distorted geometry.

Results
Electronic energy ... -86574.0504 eV
LUMO energy (alpha / beta) ... 2.07 / 2.02 eV
Net charge ... -1
E_HOMO (alpha / beta) ... -3.75 / -3.74 eV
Multiplicity ... 3

Structure (XYZ):
```
77
Properties=species:S:1:pos:R:3:forces:R:3
C 2.285780 -1.600822 -1.863837 -0.1 -0.1 0.6
C 1.917588 -0.647585 -2.933867 -0.2 0.3 -1.9
H 1.608032 -2.463580 -1.849918 0.0 0.0 0.1
H 2.255805 -1.101590 -0.888460 -0.1 -0.4 -0.5
H 3.308031 -1.971128 -2.015682 -0.1 -0.1 0.0
C 2.089091 -0.978116 -4.234803 0.3 0.8 0.7
C 2.476876 -2.335758 -4.721084 0.2 -0.3 -0.1
H 2.031896 -0.212415 -5.015895 -0.2 -0.4 0.4
H 1.835803 -3.117120 -4.290786 0.2 0.1 0.0
H 3.521935 -2.577465 -4.479985 -0.1 -0.1 0.0
H 2.377752 -2.387210 -5.812598 0.0 -0.1 0.2
Pd 0.896345 0.511952 1.364109 -1.0 -0.2 -0.5
Cl 2.054941 2.382486 1.973006 0.9 1.6 0.3
Cl 2.799945 -0.774526 1.281087 1.6 -0.8 0.3
H -3.487289 1.368420 3.532711 0.1 -0.2 0.1
H -0.977540 3.136274 5.653994 -0.1 -0.2 0.3
C -2.857301 0.868066 4.278521 0.0 0.0 -0.2
C -1.204567 2.064264 5.722480 0.5 0.2 -0.2
N -1.592140 1.572464 4.411421 -0.6 -0.2 0.2
H -2.703983 -0.177340 3.975304 0.0 0.3 0.0
C -0.765882 1.709426 3.376313 -0.1 -0.2 -1.6
O -1.013538 1.304451 2.212529 -0.3 0.9 2.1
H -0.298457 1.554651 6.082041 -0.2 0.0 0.0
H 0.171485 2.239249 3.616721 -0.2 -0.1 -0.2
H -3.342157 0.896088 5.258632 -0.1 -0.1 -0.3
H -2.027543 1.892910 6.420496 0.3 0.1 -0.1
H -1.303545 -5.311217 0.767292 0.4 -0.1 0.0
H -2.455857 -2.443801 -0.176094 0.1 -0.1 0.3
C -0.394224 -4.707132 0.722667 0.5 0.2 0.0
C -2.226245 -3.011824 0.739268 -0.1 0.1 -0.2
N -0.800520 -3.315450 0.823961 -0.4 -0.2 0.1
H 0.133244 -4.898817 -0.224503 -0.2 0.0 0.2
C 0.063567 -2.317773 0.976734 -0.7 1.6 -0.2
O -0.357931 -1.127947 0.930819 0.5 -2.6 0.2
H -2.549291 -2.438391 1.621155 0.1 -0.1 -0.3
H 1.124987 -2.570239 1.158796 -0.4 0.2 -0.2
H 0.278276 -4.962612 1.550892 -0.2 -0.1 -0.2
H -2.743377 -3.974863 0.725155 -0.1 0.3 0.0
O 0.450107 0.637808 -1.434365 -1.1 -0.6 -1.0
C 1.418272 0.737552 -2.484261 0.5 -0.3 0.4
C 0.218590 1.165669 -4.717801 -0.1 0.3 -0.4
C 1.034752 1.628844 -3.678540 0.4 -0.2 0.1
H -0.146267 0.133612 -4.701388 0.0 0.6 0.1
C -0.084564 1.992090 -5.813525 0.4 -0.1 0.4
H 2.300160 1.196891 -2.005650 -0.1 0.1 -0.1
C 1.607654 2.903853 -3.775143 -0.2 -0.2 -0.4
H -0.721116 1.604698 -6.614317 0.2 0.2 0.3
C 0.459865 3.276691 -5.884419 0.0 -0.2 0.1
C 1.312972 3.723742 -4.867745 0.1 -0.1 0.0
H 2.304946 3.222653 -2.995935 -0.3 0.0 -0.2
H 0.253053 3.904783 -6.755560 0.1 -0.1 0.3
H 1.781230 4.707915 -4.942513 -0.2 -0.2 0.0
Si -1.380901 0.706649 -2.023881 -0.1 4.6 0.9
Cl -1.303804 -1.194026 -2.815495 0.4 -2.6 -0.2
C -2.594229 1.255390 -3.487173 -0.4 -0.9 -0.7
C -1.186884 2.682148 -1.919706 0.9 0.0 0.4
C -2.477160 0.616961 -0.475236 0.1 -0.7 0.1
H -2.197814 2.059322 -4.116917 -0.1 -0.1 0.3
H -3.519912 1.620780 -3.029583 0.0 0.1 0.1
H -2.867065 0.445452 -4.175495 -0.2 0.0 0.0
H -2.135985 -0.132549 0.246571 -0.3 0.2 -0.2
H -3.503308 0.392714 -0.800983 0.1 0.0 0.1
H -2.465576 1.589307 0.029595 0.0 -0.2 -0.1
H -0.856940 3.086858 -2.883955 -0.1 0.2 0.3
H -0.443112 2.946831 -1.154639 -0.2 0.3 0.0
H -2.160664 3.112549 -1.652312 0.1 0.0 -0.1
C 0.573048 -2.041296 6.107186 -0.1 -0.3 0.2
N 1.632433 -1.164924 5.697094 0.4 0.4 -0.1
C 1.618188 -0.368469 4.579403 -0.7 0.0 -0.6
N 2.686996 0.453672 4.468716 -0.2 0.1 -0.1
O 0.658198 -0.386784 3.773638 1.1 0.0 0.9
H 0.872484 -3.090523 6.009367 -0.1 0.0 -0.1
H -0.323460 -1.869709 5.506058 0.3 0.1 0.0
H 0.340166 -1.861361 7.161648 -0.1 0.0 -0.1
H 2.433885 -1.073450 6.301962 -0.2 -0.1 -0.1
H 2.786639 1.007718 3.611816 -0.1 -0.2 0.1
H 3.495149 0.293936 5.044873 0.0 0.0 -0.2
```
Positions in Å, forces in eV/Å.

---

[4]
Density functional theory data (the ωB97M-V functional and the def2-TZVPD basis) for a structure of composition C38H23N9OSr at a distorted geometry.

Results
Electronic energy ... -56074.3546 eV
LUMO energy ... -1.19 eV
E_HOMO ... -6.12 eV

Structure (XYZ):
```
72
Properties=species:S:1:pos:R:3:forces:R:3
Sr 0.578603 -0.150875 -1.044935 0.8 0.7 -0.4
C 2.830518 -6.571985 -0.869222 0.0 0.0 0.0
C 3.384676 -6.244236 0.366597 0.0 0.0 0.0
C 3.085149 -5.039624 0.994559 0.0 0.0 0.0
C 2.230912 -4.173451 0.340372 -0.1 0.0 0.0
C 1.690345 -2.841701 0.712211 0.0 0.0 0.0
N 1.887761 -2.269887 1.842291 -0.1 0.0 0.0
C 1.329914 -1.031417 2.180897 0.3 -0.4 0.0
C 0.873238 -0.665213 3.475475 0.0 0.2 -0.1
C 0.809635 -1.335974 4.709868 0.0 0.0 0.0
C 0.228543 -0.698791 5.773616 0.0 0.0 0.0
C -0.312251 0.606999 5.637812 0.0 0.0 0.0
C -0.258533 1.285873 4.451306 0.0 0.0 0.0
C 0.354090 0.659753 3.344380 0.2 -0.1 0.0
C 0.589069 1.028968 2.007104 -0.2 -0.2 -0.1
N -0.053782 2.084620 1.310705 0.3 0.2 -0.2
C -1.303303 1.915675 0.637969 -0.2 -0.2 0.1
N -1.397380 1.071473 -0.411450 0.3 -0.1 -0.1
C -2.687901 0.917515 -0.758482 0.0 0.1 0.0
N -3.177543 0.056018 -1.721572 -0.1 0.0 -0.1
C -2.559874 -0.950538 -2.216921 0.1 -0.1 0.0
N -1.267804 -1.420631 -1.908972 -0.1 0.1 0.1
C -1.062503 -2.593501 -2.486333 -0.1 -0.1 0.1
N -0.035298 -3.450990 -2.317437 -0.1 0.0 0.0
C 0.780527 -3.377207 -1.266745 0.0 -0.1 0.1
N 0.887481 -2.409339 -0.354281 -0.1 0.0 0.2
C 1.674930 -4.503557 -0.893502 0.0 0.1 0.1
C 1.954872 -5.705159 -1.514392 0.0 0.0 0.0
C -2.219172 -2.935285 -3.344912 0.0 0.1 0.0
C -2.477509 -4.024353 -4.155776 0.0 0.0 0.0
C -3.702477 -4.059455 -4.811336 0.0 0.0 0.0
C -4.637579 -3.039619 -4.637946 0.0 0.0 0.0
C -4.377996 -1.954306 -3.808919 0.0 0.0 0.0
C -3.151476 -1.913258 -3.172714 0.0 0.0 0.0
C -3.485218 1.744641 0.080929 0.1 0.0 0.1
C -4.865515 1.997639 0.162234 0.0 0.0 0.0
C -5.329372 2.832198 1.145522 0.0 0.0 0.0
C -4.445087 3.418890 2.084765 0.0 0.0 0.0
C -3.096078 3.186611 2.035085 0.0 0.0 0.0
C -2.590653 2.351372 1.014914 0.0 0.0 0.0
N 1.166472 -0.017716 1.328584 -0.6 0.1 0.0
H 3.082541 -7.520114 -1.326723 0.0 0.0 0.0
H 4.055736 -6.945126 0.846737 0.0 0.0 0.0
H 3.499546 -4.782091 1.960239 0.0 0.0 0.0
H 1.209158 -2.338108 4.803349 0.0 0.0 0.0
H 0.165392 -1.192951 6.734591 0.0 0.0 0.0
H -0.783245 1.066173 6.498364 0.0 0.0 0.0
H -0.686222 2.277113 4.354243 0.0 0.0 0.0
H 1.502170 -5.953428 -2.465037 0.0 0.0 0.0
H -1.747568 -4.815216 -4.265503 0.0 0.0 0.0
H -3.941368 -4.891546 -5.461102 0.0 0.0 0.0
H -5.585844 -3.100966 -5.156854 0.0 0.0 0.0
H -5.104133 -1.166219 -3.660131 0.0 0.0 0.0
H -5.539231 1.531669 -0.545727 0.0 0.0 0.0
H -6.388329 3.042661 1.223026 0.0 0.0 0.0
H -4.853009 4.048551 2.865808 0.0 0.0 0.0
H -2.436233 3.610774 2.785697 0.0 0.0 0.0
O 2.988840 1.325558 -0.502528 -0.2 0.2 0.1
C 3.002997 2.120307 0.699334 0.0 0.0 0.0
C 2.034778 3.271909 0.567018 0.1 0.0 0.0
C 2.571053 4.468545 0.104367 0.0 0.0 0.0
C 1.802486 5.598395 -0.083750 0.0 0.0 0.0
C 0.455973 5.521091 0.226397 0.1 0.0 0.0
C -0.050243 4.335177 0.693526 -0.1 -0.1 0.0
N 0.706213 3.226193 0.845812 -0.1 0.1 0.0
H 3.455839 0.513982 -0.267788 0.0 -0.1 0.0
H 3.990779 2.572020 0.806434 0.0 0.0 0.0
H 2.786167 1.508449 1.567301 0.0 0.0 0.0
H 3.627814 4.480241 -0.120602 0.0 0.0 0.0
H 2.244458 6.512680 -0.453944 0.0 0.0 0.0
H -0.209718 6.365922 0.129592 0.0 0.0 0.0
H -1.088729 4.213780 0.959300 0.0 0.0 0.0
```
Positions in Å, forces in eV/Å.

---

[5]
Density functional theory data (the ωB97M-V functional and the def2-TZVPD basis) for a structure of composition C3H10NS at a distorted geometry.

Results
Electronic energy ... -15587.2631 eV
LUMO energy ... -7.91 eV
Net charge ... +1
E_HOMO ... -15.25 eV

Structure (XYZ):
```
15
Properties=species:S:1:pos:R:3:forces:R:3
C 0.258276 -1.068691 -1.279869 -0.3 -0.7 -0.6
C -1.086143 -1.162598 -0.623708 0.0 -0.3 1.4
C -1.334067 0.269250 -0.136888 -0.7 0.4 -0.3
S 0.142583 0.713773 0.758821 0.3 0.4 0.1
N 1.201157 -1.195160 -0.186140 0.3 1.8 -0.3
H 0.453480 -1.803778 -2.059340 0.1 -0.4 0.2
H 0.365303 -0.084967 -1.722692 0.2 0.0 -0.6
H -0.928412 -1.752802 0.289741 -0.2 -0.2 -0.2
H -1.918146 -1.664556 -1.094912 -0.1 0.5 -0.7
H -2.226337 0.363960 0.482579 0.2 -0.3 0.6
H -1.506734 0.977094 -0.940789 0.3 0.0 -0.3
H 2.068207 4.105310 2.922836 0.0 0.0 0.0
H 2.166770 -0.973373 -0.421427 0.1 0.4 0.0
H 0.941305 -0.809912 0.760909 -0.2 -1.5 0.8
H 1.402760 4.086451 3.250880 0.0 0.0 0.0
```
Positions in Å, forces in eV/Å.

---

Energy above the lowest of the compared OMol25 structures with the same formula, charge and spin list, top to bottom, in kcal per mole: 180.7, 2.9, 1.3, 94.0, 111.6